No. 1
56
Properties=species:S:1:pos:R:3:nbo_charge:R:1 method="wB97M-V/def2-TZVPD" fmax_ev_per_a=1.66 e_homo_ev="-2.602 / -4.585" total_energy_ha=-4580.704528 multiplicity=2 e_above_lowest_ev=0.602 gap_ha="0.19554 / 0.26808" charge=-1
Ti 0.3513 0.1202 -1.6926 1.182
C 0.4905 -1.1658 2.5113 -0.601
C 1.8663 -1.6093 2.0195 -0.235
C 2.2320 -2.9797 2.5990 -0.592
C 1.9907 -1.6277 0.5104 -0.034
C 2.9107 -0.7986 -0.1327 -0.222
C 3.1298 -0.8836 -1.4994 -0.238
C 2.3919 -1.7664 -2.2954 -0.038
C 2.6262 -1.8647 -3.7792 -0.631
C 1.4207 -2.5458 -1.6657 -0.244
C 1.2322 -2.4790 -0.2847 -0.116
H 0.4777 -1.1694 3.6045 0.193
H -0.2989 -1.8210 2.1422 0.226
H 0.2483 -0.1645 2.1560 0.233
H 2.6047 -0.8880 2.3849 0.193
H 1.5034 -3.7317 2.2883 0.202
H 2.2283 -2.9410 3.6905 0.201
H 3.2190 -3.3034 2.2635 0.203
H 3.4826 -0.0907 0.4567 0.217
H 3.8756 -0.2467 -1.9588 0.222
H 1.9499 -1.1930 -4.3128 0.248
H 2.4314 -2.8759 -4.1367 0.214
H 3.6518 -1.5942 -4.0321 0.208
H 0.8167 -3.2250 -2.2541 0.227
H 0.4564 -3.0835 0.1650 0.223
Br 1.8659 1.7916 -3.1292 0.140
C 1.4143 3.4476 -2.2652 -0.033
C 1.9336 4.5850 -2.8020 -0.282
C 1.6216 5.8233 -2.1957 -0.231
C 0.8254 5.8425 -1.0901 -0.185
C 0.2974 4.6471 -0.5369 -0.090
C -0.5120 4.7012 0.6266 -0.223
C -1.0104 3.5420 1.1406 -0.208
C -0.7367 2.3025 0.5170 -0.259
C 0.0315 2.1390 -0.6151 -0.373
C 0.5681 3.3797 -1.1269 -0.043
H 2.5716 4.5378 -3.6736 0.216
H 2.0204 6.7384 -2.6154 0.202
H 0.5737 6.7780 -0.6019 0.197
H -0.7168 5.6673 1.0749 0.191
H -1.6332 3.5587 2.0291 0.195
H -1.2070 1.4242 0.9538 0.212
C -1.2262 -0.8528 -0.4466 -0.362
C -2.2088 -1.3169 0.1187 -0.212
C -3.3473 -1.7646 0.8521 -0.098
C -3.6327 -3.1266 1.0273 -0.163
C -4.7297 -3.5449 1.7626 -0.236
C -5.5832 -2.6191 2.3486 -0.258
C -5.3190 -1.2643 2.1819 -0.205
C -4.2242 -0.8433 1.4479 -0.210
H -2.9695 -3.8486 0.5668 0.201
H -4.9201 -4.6059 1.8778 0.198
H -6.4405 -2.9467 2.9231 0.198
H -5.9748 -0.5256 2.6284 0.199
H -4.0166 0.2106 1.3120 0.218
O -0.6038 0.0716 -3.0383 -0.935


No. 2
57
Properties=species:S:1:pos:R:3:nbo_charge:R:1 method="wB97M-V/def2-TZVPD" fmax_ev_per_a=3.42 e_homo_ev=-4.521 total_energy_ha=-1938.740645 gap_ha=0.25896 charge=-1
C -3.0082 0.0435 -1.4169 -0.384
C -3.6488 -1.0167 -2.1358 -0.401
C -2.8805 -1.2650 -3.3095 -0.338
H -4.5633 -1.5285 -1.8321 0.222
C -1.7363 -0.4152 -3.2973 -0.363
C -1.7981 0.3655 -2.1056 -0.333
H -1.0706 1.1262 -1.8089 0.227
H -3.4092 0.6007 -0.5693 0.233
H -3.1317 -1.9364 -4.1301 0.209
H -0.9887 -0.3277 -4.0948 0.214
La -1.4700 -2.2782 -0.8820 1.931
Cl -2.3677 -2.4100 1.5953 -0.676
C -1.4649 -4.8776 -0.7102 -0.408
C -0.7679 -4.6372 -1.9402 -0.399
C -1.7119 -4.1408 -2.8902 -0.361
H 0.2555 -4.9357 -2.1698 0.229
C -2.9910 -4.0837 -2.2554 -0.338
C -2.8379 -4.5103 -0.9017 -0.378
H -3.6246 -4.5205 -0.1462 0.249
H -1.0412 -5.3093 0.1983 0.241
H -1.5181 -3.9592 -3.9495 0.228
H -3.9354 -3.8088 -2.7339 0.229
O 0.1311 -0.8307 -0.1694 -1.334
Si 0.8094 0.4308 0.5698 1.970
C 1.3789 0.0955 2.3207 -0.477
C 0.4551 0.1734 3.3680 -0.177
C 0.8760 0.0743 4.6993 -0.221
C 2.2286 -0.1443 4.9866 -0.227
C 3.1614 -0.2356 3.9433 -0.220
C 2.7298 -0.1568 2.6143 -0.199
C 2.3644 1.0644 -0.2053 -0.527
C 3.1153 2.0572 0.4439 -0.194
C 4.3000 2.5344 -0.1317 -0.222
C 4.7170 2.0125 -1.3647 -0.232
C 3.9576 1.0332 -2.0214 -0.242
C 2.7715 0.5640 -1.4427 -0.138
C -0.2738 1.9888 0.5943 -0.496
C -1.5172 1.9515 1.2420 -0.203
C -2.2519 3.1301 1.4221 -0.211
C -1.8037 4.3304 0.8600 -0.226
C -0.5841 4.3698 0.1837 -0.246
C 0.1654 3.1988 0.0363 -0.136
H -0.6007 0.3369 3.1560 0.219
H 0.1426 0.1891 5.5026 0.205
H 2.5621 -0.2303 6.0226 0.201
H 4.2289 -0.3609 4.1522 0.200
H 3.4560 -0.2749 1.8054 0.216
H 2.7772 2.4743 1.4001 0.220
H 4.8776 3.3091 0.3864 0.203
H 5.6402 2.3829 -1.8182 0.202
H 4.2892 0.6382 -2.9881 0.203
H 2.1714 -0.1904 -1.9579 0.217
H -1.9161 1.0032 1.6130 0.226
H -3.1673 3.1051 2.0155 0.204
H -2.3918 5.2413 0.9732 0.201
H -0.1964 5.3083 -0.2148 0.201
H 1.1068 3.2516 -0.5114 0.207


Repeat the second record exactly.
57
Properties=species:S:1:pos:R:3:nbo_charge:R:1 method="wB97M-V/def2-TZVPD" fmax_ev_per_a=3.42 e_homo_ev=-4.521 total_energy_ha=-1938.740645 gap_ha=0.25896 charge=-1
C -3.0082 0.0435 -1.4169 -0.384
C -3.6488 -1.0167 -2.1358 -0.401
C -2.8805 -1.2650 -3.3095 -0.338
H -4.5633 -1.5285 -1.8321 0.222
C -1.7363 -0.4152 -3.2973 -0.363
C -1.7981 0.3655 -2.1056 -0.333
H -1.0706 1.1262 -1.8089 0.227
H -3.4092 0.6007 -0.5693 0.233
H -3.1317 -1.9364 -4.1301 0.209
H -0.9887 -0.3277 -4.0948 0.214
La -1.4700 -2.2782 -0.8820 1.931
Cl -2.3677 -2.4100 1.5953 -0.676
C -1.4649 -4.8776 -0.7102 -0.408
C -0.7679 -4.6372 -1.9402 -0.399
C -1.7119 -4.1408 -2.8902 -0.361
H 0.2555 -4.9357 -2.1698 0.229
C -2.9910 -4.0837 -2.2554 -0.338
C -2.8379 -4.5103 -0.9017 -0.378
H -3.6246 -4.5205 -0.1462 0.249
H -1.0412 -5.3093 0.1983 0.241
H -1.5181 -3.9592 -3.9495 0.228
H -3.9354 -3.8088 -2.7339 0.229
O 0.1311 -0.8307 -0.1694 -1.334
Si 0.8094 0.4308 0.5698 1.970
C 1.3789 0.0955 2.3207 -0.477
C 0.4551 0.1734 3.3680 -0.177
C 0.8760 0.0743 4.6993 -0.221
C 2.2286 -0.1443 4.9866 -0.227
C 3.1614 -0.2356 3.9433 -0.220
C 2.7298 -0.1568 2.6143 -0.199
C 2.3644 1.0644 -0.2053 -0.527
C 3.1153 2.0572 0.4439 -0.194
C 4.3000 2.5344 -0.1317 -0.222
C 4.7170 2.0125 -1.3647 -0.232
C 3.9576 1.0332 -2.0214 -0.242
C 2.7715 0.5640 -1.4427 -0.138
C -0.2738 1.9888 0.5943 -0.496
C -1.5172 1.9515 1.2420 -0.203
C -2.2519 3.1301 1.4221 -0.211
C -1.8037 4.3304 0.8600 -0.226
C -0.5841 4.3698 0.1837 -0.246
C 0.1654 3.1988 0.0363 -0.136
H -0.6007 0.3369 3.1560 0.219
H 0.1426 0.1891 5.5026 0.205
H 2.5621 -0.2303 6.0226 0.201
H 4.2289 -0.3609 4.1522 0.200
H 3.4560 -0.2749 1.8054 0.216
H 2.7772 2.4743 1.4001 0.220
H 4.8776 3.3091 0.3864 0.203
H 5.6402 2.3829 -1.8182 0.202
H 4.2892 0.6382 -2.9881 0.203
H 2.1714 -0.1904 -1.9579 0.217
H -1.9161 1.0032 1.6130 0.226
H -3.1673 3.1051 2.0155 0.204
H -2.3918 5.2413 0.9732 0.201
H -0.1964 5.3083 -0.2148 0.201
H 1.1068 3.2516 -0.5114 0.207


> Look up the charge of the second one.

-1


Repeat the second record exactly.
57
Properties=species:S:1:pos:R:3:nbo_charge:R:1 method="wB97M-V/def2-TZVPD" fmax_ev_per_a=3.42 e_homo_ev=-4.521 total_energy_ha=-1938.740645 gap_ha=0.25896 charge=-1
C -3.0082 0.0435 -1.4169 -0.384
C -3.6488 -1.0167 -2.1358 -0.401
C -2.8805 -1.2650 -3.3095 -0.338
H -4.5633 -1.5285 -1.8321 0.222
C -1.7363 -0.4152 -3.2973 -0.363
C -1.7981 0.3655 -2.1056 -0.333
H -1.0706 1.1262 -1.8089 0.227
H -3.4092 0.6007 -0.5693 0.233
H -3.1317 -1.9364 -4.1301 0.209
H -0.9887 -0.3277 -4.0948 0.214
La -1.4700 -2.2782 -0.8820 1.931
Cl -2.3677 -2.4100 1.5953 -0.676
C -1.4649 -4.8776 -0.7102 -0.408
C -0.7679 -4.6372 -1.9402 -0.399
C -1.7119 -4.1408 -2.8902 -0.361
H 0.2555 -4.9357 -2.1698 0.229
C -2.9910 -4.0837 -2.2554 -0.338
C -2.8379 -4.5103 -0.9017 -0.378
H -3.6246 -4.5205 -0.1462 0.249
H -1.0412 -5.3093 0.1983 0.241
H -1.5181 -3.9592 -3.9495 0.228
H -3.9354 -3.8088 -2.7339 0.229
O 0.1311 -0.8307 -0.1694 -1.334
Si 0.8094 0.4308 0.5698 1.970
C 1.3789 0.0955 2.3207 -0.477
C 0.4551 0.1734 3.3680 -0.177
C 0.8760 0.0743 4.6993 -0.221
C 2.2286 -0.1443 4.9866 -0.227
C 3.1614 -0.2356 3.9433 -0.220
C 2.7298 -0.1568 2.6143 -0.199
C 2.3644 1.0644 -0.2053 -0.527
C 3.1153 2.0572 0.4439 -0.194
C 4.3000 2.5344 -0.1317 -0.222
C 4.7170 2.0125 -1.3647 -0.232
C 3.9576 1.0332 -2.0214 -0.242
C 2.7715 0.5640 -1.4427 -0.138
C -0.2738 1.9888 0.5943 -0.496
C -1.5172 1.9515 1.2420 -0.203
C -2.2519 3.1301 1.4221 -0.211
C -1.8037 4.3304 0.8600 -0.226
C -0.5841 4.3698 0.1837 -0.246
C 0.1654 3.1988 0.0363 -0.136
H -0.6007 0.3369 3.1560 0.219
H 0.1426 0.1891 5.5026 0.205
H 2.5621 -0.2303 6.0226 0.201
H 4.2289 -0.3609 4.1522 0.200
H 3.4560 -0.2749 1.8054 0.216
H 2.7772 2.4743 1.4001 0.220
H 4.8776 3.3091 0.3864 0.203
H 5.6402 2.3829 -1.8182 0.202
H 4.2892 0.6382 -2.9881 0.203
H 2.1714 -0.1904 -1.9579 0.217
H -1.9161 1.0032 1.6130 0.226
H -3.1673 3.1051 2.0155 0.204
H -2.3918 5.2413 0.9732 0.201
H -0.1964 5.3083 -0.2148 0.201
H 1.1068 3.2516 -0.5114 0.207